C5H8O2 | wB97M-V/def2-TZVPD

Atoms and positions in Å:
1 C -1.82458 -0.28512 -0.20468
2 C -0.67474 0.66928 -0.01103
3 O -0.38487 0.95709 1.39465
4 C 0.90143 0.79316 1.15411
5 C 1.12301 -1.21247 0.00118
6 C 0.89002 0.20926 -0.18392
7 O 1.49506 0.87138 -1.27860
8 H -1.40438 -1.28273 -0.33638
9 H -2.48469 -0.32259 0.67085
10 H -2.43049 -0.02926 -1.07775
11 H -0.78097 1.65115 -0.47084
12 H 1.62402 1.31993 1.78179
13 H 0.51284 -1.89215 -0.60127
14 H 1.49322 -1.61800 0.94151
15 H 1.94510 0.17106 -1.77963

Atoms 1-3, force components in eV/Å:
C 0.056 -0.094 -0.088
C -0.141 -0.104 -0.122
O -0.710 0.190 -0.085

Summary:
Charge   0
Kohn-Sham gap (alpha / beta)   6.75 / 8.86 eV
Calculated total energy   -9404.8818 eV
Maximum force   1.380 eV Å⁻¹
ΔE to the lowest compared entry with this formula, charge and spin   4.950 eV